C27H38CeFN2O3P2S2 | wB97M-V/def2-TZVPD

Gap between HOMO and LUMO ... 0.23443 Ha
Molar mass ... 723.81 g mol⁻¹
Calculated total energy ... -3441.10552 hartree
2S+1 ... 1
Total charge ... -1

The geometry in XYZ format:
```
76
Properties=species:S:1:pos:R:3:forces:R:3
Ce 13.2018 8.7859 9.6677 -0.6 -0.2 -0.5
C 13.0805 9.8844 13.8606 -0.5 -2.2 -1.7
C 13.8916 9.2833 12.7383 -0.6 1.4 -0.8
O 13.5413 9.7005 11.4935 0.6 0.2 1.2
C 14.8026 8.3655 12.9820 1.8 -1.4 -0.1
C 15.8816 7.6767 12.2102 0.7 2.6 -1.7
C 16.0620 6.1881 12.2891 -0.4 0.9 0.3
N 16.7304 8.3503 11.4579 -1.6 -1.7 0.4
N 16.6023 9.7045 11.3239 -1.0 0.4 -0.7
C 15.9551 10.2177 10.3044 2.1 0.4 1.0
O 15.3715 9.6248 9.3001 -0.4 0.0 0.4
C 16.1211 11.7428 10.2698 -0.9 -0.8 -0.6
C 15.9518 12.4693 9.0847 -0.2 -1.3 -1.1
C 16.0319 13.8375 8.9799 0.1 0.6 1.8
C 16.2353 14.5657 10.1797 0.9 -1.4 -0.6
C 16.5210 13.8203 11.3372 0.0 2.0 1.0
C 16.4019 12.4393 11.4200 0.4 0.5 0.6
H 12.1044 9.9959 13.4507 -1.0 0.3 0.0
H 13.3855 10.7438 14.3269 1.2 2.5 0.4
H 13.0649 9.1777 14.6423 -0.3 -1.1 1.0
H 14.8941 8.0707 13.9955 -0.2 -0.2 1.1
H 16.5285 5.8474 13.1970 0.3 0.0 0.6
H 16.6685 5.9310 11.4556 0.4 -0.5 -0.7
H 15.0886 5.7311 12.2448 -0.4 -0.3 -0.3
H 15.7691 11.8980 8.1603 0.0 0.1 0.5
H 15.9891 14.3096 8.0190 -0.2 0.3 -0.3
H 16.3724 15.6370 10.1777 -0.1 0.1 0.0
H 16.8473 14.4406 12.2305 -0.6 -1.1 -0.9
H 16.5658 11.9103 12.3649 0.0 0.2 -0.5
S 11.4325 7.1553 10.9827 -1.4 -0.2 -0.5
C 9.6993 7.4648 10.5215 0.7 -0.6 0.5
C 8.7758 6.3920 10.6256 0.8 0.6 0.4
C 7.4092 6.6166 10.5532 1.1 -0.9 -0.7
C 6.9384 7.8549 10.1975 -0.4 0.7 0.5
C 7.8393 8.8956 10.0024 0.0 0.9 -0.1
C 9.2495 8.7472 10.1513 -0.6 0.1 0.1
S 10.4075 10.0953 9.9695 -0.3 -0.5 -0.2
H 9.1623 5.3893 10.8455 -0.1 0.5 0.0
H 6.8001 5.7482 10.6433 -0.8 -0.3 0.2
H 5.8566 8.0335 10.2166 0.4 0.1 -0.3
H 7.3730 9.8798 9.7877 0.8 -0.5 0.0
C 16.0693 7.0855 7.4747 0.4 -0.9 -0.1
P 14.5625 7.9708 6.9792 -0.8 -1.0 0.5
C 15.1164 9.4071 6.0800 0.7 -0.2 -2.0
C 13.6088 7.0307 5.6605 0.0 0.1 0.1
C 12.1115 7.4742 5.7507 1.1 0.2 0.1
P 11.4893 7.3094 7.5217 -0.7 -0.3 -1.3
C 9.7023 7.4866 7.0551 -0.2 0.9 0.7
C 11.5056 5.4563 7.6800 0.3 1.4 2.3
H 16.6840 6.5312 6.7068 -0.4 1.1 0.6
H 15.7977 6.3288 8.2217 -0.3 0.1 -0.1
H 16.5788 7.8489 8.0873 0.3 -0.3 -0.5
H 15.8092 9.1632 5.2106 -0.9 0.2 0.8
H 15.6976 9.9882 6.7712 -0.1 0.7 0.4
H 14.2055 9.9127 5.7057 0.7 0.1 0.3
H 13.7255 5.9440 5.7636 -0.2 0.2 0.4
H 14.0647 7.2371 4.6883 -0.2 0.2 -0.1
H 11.4689 6.9174 5.0744 0.0 -0.4 -0.1
H 12.0407 8.5225 5.3918 0.0 -0.3 0.5
H 9.4443 6.8319 6.2306 0.0 -0.3 -0.1
H 9.4725 8.5232 6.7273 0.2 -0.5 0.4
H 9.0866 7.2729 7.9450 0.1 0.0 -0.5
H 10.8245 5.0326 7.0100 -1.1 -0.7 -1.1
H 11.1969 5.2827 8.7507 0.3 0.0 -1.0
H 12.4903 5.0616 7.5294 0.6 -0.2 0.1
F 14.0392 6.9174 9.8897 0.3 -0.2 -0.1
C 11.2306 11.7200 6.7330 -0.4 -0.9 -0.7
C 12.1832 11.5600 7.8422 0.9 -0.6 0.7
C 12.3039 12.6163 8.8778 -1.7 0.0 0.6
O 12.9088 10.5670 7.8911 -0.4 0.4 -0.1
H 11.4627 10.8976 5.9990 -0.5 1.0 0.5
H 11.2560 12.7181 6.2968 0.1 0.0 -0.1
H 10.2337 11.5785 7.1984 0.4 -0.1 -0.3
H 12.8923 13.3914 8.4752 1.2 1.0 -0.5
H 12.7166 12.2684 9.8146 0.2 -0.2 0.1
H 11.3407 13.1159 9.0806 0.1 -0.5 -0.1
```
Positions in Å, forces in eV/Å.

Table of Mulliken atomic charges, one value per atom, all in e: -0.329, -1.772, 0.805, 0.085, -0.707, 0.845, -1.560, -0.802, -0.181, -0.388, 0.182, 0.828, 0.361, -0.830, -0.504, -0.498, -0.653, 0.308, 0.342, 0.526, 0.388, 0.398, 0.388, 0.319, 0.194, 0.445, 0.403, 0.251, 0.405, -0.399, 0.129, -0.586, -0.572, -0.558, -0.423, 0.426, -0.390, 0.332, 0.360, 0.324, 0.287, -1.284, 1.382, -1.201, -1.072, -0.953, 1.173, -1.248, -1.514, 0.385, 0.274, 0.305, 0.444, 0.110, 0.189, 0.416, 0.556, 0.598, 0.188, 0.548, 0.243, 0.240, 0.465, 0.255, 0.459, -0.498, -1.186, 0.752, -1.171, 0.180, 0.107, 0.433, 0.231, 0.502, 0.138, 0.369


C27H38ClF10N2O2S | wB97M-V/def2-TZVPD

Gap between HOMO and LUMO ... 0.20306 Ha
Molar mass ... 680.11 g mol⁻¹
Calculated total energy ... -3167.68404 hartree
2S+1 ... 1
Total charge ... +1

The geometry in XYZ format:
```
81
Properties=species:S:1:pos:R:3:forces:R:3
C 1.8312 -6.4372 0.9623 0.3 0.5 -0.3
C 1.5966 -5.3138 -0.2367 1.4 0.0 1.4
O 0.4653 -5.6224 -1.1281 1.9 1.6 -0.1
C 0.5894 -4.9497 -2.4356 -0.3 -0.7 -1.3
C -0.6477 -3.9141 -2.7847 0.1 -1.0 -1.2
O -0.2866 -2.4777 -2.5946 -0.3 -1.3 2.8
C 0.0802 -2.3488 -1.1760 1.0 0.0 0.0
C -0.1387 -0.8581 -0.5305 -0.9 1.4 2.5
N -0.3090 -0.7538 0.8560 0.7 -0.8 -4.1
C -0.4716 0.6302 1.5196 0.3 0.1 1.4
C 0.2546 0.6370 3.0263 0.1 0.0 0.1
C -0.0261 -0.7281 3.8896 0.3 -0.1 1.4
C 0.4741 -0.4634 5.4635 -1.0 0.4 -0.1
Cl 1.0921 -2.0923 6.1949 -0.5 1.8 -0.8
C -2.0347 0.9302 1.9357 -0.9 0.7 -0.6
C -3.1028 0.8725 0.6943 -0.4 1.2 -0.4
C -4.6659 0.5823 1.1537 0.2 2.3 0.8
F -5.5383 1.4644 0.3256 2.3 -3.2 2.5
F -4.8845 1.0335 2.5788 0.6 -1.5 -4.2
C -5.0506 -1.0105 1.0890 -0.7 0.1 2.2
F -6.4231 -1.1475 1.6697 4.6 -0.1 -2.1
F -4.0566 -1.7324 1.9682 -3.2 2.2 -2.6
C -4.9255 -1.6970 -0.3944 0.6 -0.8 -2.5
F -3.5479 -2.2822 -0.5948 -4.1 2.0 0.8
F -5.1441 -0.7773 -1.5345 0.8 -2.6 4.0
C -5.9689 -2.9713 -0.6178 -0.5 -1.4 -1.6
F -5.6111 -3.5442 -1.9691 -1.3 1.7 4.9
F -5.6885 -3.9691 0.4460 -1.4 3.5 -3.9
F -7.3927 -2.5626 -0.7239 5.3 -1.6 0.8
C 0.2533 1.6361 0.3967 0.1 0.0 0.3
C -0.2746 3.2077 0.4198 0.5 0.4 -0.5
C 0.5831 4.1388 1.4822 -0.2 0.6 -0.6
F -0.1851 5.4327 1.6061 1.8 -3.1 -0.2
C 1.8953 1.5201 0.3292 0.9 0.2 1.0
C 2.5994 2.4147 -0.8494 1.2 0.0 -0.1
C 3.0907 1.5688 -2.1665 -0.9 0.6 -0.8
C 4.0909 2.5140 -3.1168 -1.1 -1.5 -1.5
N 3.6889 3.9746 -3.1318 0.6 3.6 0.8
C 4.6762 4.9743 -2.4954 -4.8 2.9 -1.7
C 3.9735 6.4546 -2.6145 -1.3 -4.5 -1.2
C 2.4965 6.2815 -3.3784 4.2 -4.9 1.3
C 2.4221 4.6513 -3.6925 2.1 3.7 2.0
S -0.2180 0.8555 -1.2829 0.2 -2.7 1.7
H 2.9591 -6.3070 1.3293 -2.5 -0.4 -0.9
H 1.6805 -7.5139 0.5107 0.3 2.2 1.1
H 1.1648 -6.2384 1.9200 1.2 -0.6 -2.2
H 2.6377 -5.2557 -0.8147 -2.4 -0.1 0.9
H 1.4661 -4.2675 0.3218 0.1 -2.0 -1.3
H 1.6442 -4.4504 -2.5793 -2.1 -0.7 0.4
H 0.5246 -5.8136 -3.2569 0.1 1.9 1.8
H -1.6395 -4.2033 -2.1977 2.2 0.7 -1.1
H -0.8566 -4.0305 -3.9534 0.4 0.5 2.7
H 1.2464 -2.5795 -1.1039 -2.3 0.8 0.1
H -0.4389 -3.1706 -0.4957 0.7 1.9 -1.3
H -0.3017 -1.7032 1.2902 -0.2 1.5 0.4
H -0.1959 1.5772 3.6060 0.9 -2.1 -1.3
H 1.4140 0.7850 2.9753 -2.2 -0.3 -0.1
H 0.5813 -1.6720 3.5329 -1.1 2.1 0.4
H -1.1493 -1.0462 3.9707 2.1 0.7 -0.4
H -0.4400 -0.1520 6.1586 2.1 -0.7 -1.7
H 1.2947 0.3690 5.5266 -1.4 -1.9 -0.1
H -2.4503 0.2461 2.7899 1.3 1.1 -1.6
H -2.0523 2.0460 2.3541 0.1 -2.5 -0.9
H -2.8078 0.1476 -0.1822 -0.7 1.2 1.9
H -3.1128 1.9656 0.2153 -0.3 -2.5 0.9
H -1.4202 3.3208 0.6373 2.3 -0.4 -0.3
H -0.1109 3.6517 -0.6762 -0.3 -0.9 2.5
H 1.6615 4.3940 1.0502 -2.5 -0.4 0.9
H 0.7194 3.6520 2.5433 -0.6 1.1 -2.0
H 2.2740 0.3957 0.2095 -1.1 2.3 0.3
H 2.3704 1.8912 1.3590 -1.2 -0.7 -2.1
H 1.9708 3.3244 -1.2318 1.1 -1.8 0.9
H 3.5877 2.8815 -0.3693 -2.2 -1.0 -1.0
H 3.5564 0.5150 -1.9272 -0.6 2.2 -0.3
H 2.1493 1.3461 -2.8660 2.0 0.4 1.6
H 3.9063 2.1108 -4.2247 0.6 0.8 2.4
H 5.2336 2.3252 -2.8949 -2.4 0.9 -0.2
H 5.7098 4.6331 -2.0349 -2.6 0.7 -1.2
H 4.4210 7.4590 -2.2080 -1.0 -2.4 -1.0
H 1.7299 7.1378 -3.6150 1.7 -2.2 0.4
H 1.5124 4.1076 -4.2274 2.6 1.0 1.4
```
Positions in Å, forces in eV/Å.

Table of Mulliken atomic charges, one value per atom, all in e: -0.969, 0.188, -0.359, -0.420, -0.296, -0.388, -0.657, 0.369, 0.102, 0.560, -0.813, -0.478, -0.484, -0.194, -0.887, -0.728, 0.610, -0.304, -0.323, 0.675, -0.285, -0.266, 0.469, -0.232, -0.262, 0.504, -0.230, -0.204, -0.196, -0.073, -0.725, -0.005, -0.350, -0.179, -0.560, -0.253, -0.838, 0.245, -0.251, -0.407, -0.458, -0.284, -0.156, 0.302, 0.292, 0.250, 0.229, -0.053, 0.298, 0.312, 0.177, 0.380, 0.315, 0.430, 0.456, 0.374, 0.356, 0.354, 0.178, 0.339, 0.308, 0.332, 0.386, 0.169, 0.294, 0.262, 0.426, 0.208, 0.128, 0.310, 0.393, 0.080, 0.270, 0.239, 0.183, 0.316, 0.309, 0.281, 0.309, 0.308, 0.292


E_HOMO for the records above, in order: -4.00 -9.96 eV